(1)
Below is a molecular structure, C44H45Cl2FN5O5Tl, with properties calculated with wB97M-V/def2-TZVPD.

## Properties
**E_HOMO (spin up / spin down)**: -11.02 / -11.01 eV
**E_LUMO (spin up / spin down)**: -6.238 / -7.991 eV
**Total energy**: -96481.627 eV
**Strongest force on any atom**: 0.114 Eh/bohr

The geometry in ORCA input format:
```
! RIJCOSX wB97M-V def2-TZVPD def2/J DEFGRID3
* xyz 2 1
Tl -1.353 -0.931 -1.938
C -4.569 -0.835 1.955
C -3.558 0.231 2.348
C -3.195 0.405 3.688
C -2.233 1.352 4.129
C -1.665 2.138 3.149
C -1.931 1.970 1.818
C -1.113 2.591 0.772
C -3.023 1.116 1.412
N -3.287 1.144 0.057
C -4.406 1.518 -0.398
C -5.539 2.027 0.463
C -4.674 1.421 -1.879
C -6.137 1.431 -2.319
N -3.680 1.428 -2.672
C -3.613 1.352 -4.029
C -4.445 0.435 -4.741
C -4.994 -0.793 -4.083
C -4.601 0.721 -6.113
C -3.831 1.729 -6.718
C -2.714 2.330 -6.057
C -2.671 2.163 -4.702
C -1.628 2.878 -3.900
H -5.618 -0.558 2.081
H -4.372 -1.743 2.513
H -4.342 -1.144 0.867
H -3.595 -0.357 4.339
H -1.944 1.462 5.174
H -0.996 2.902 3.528
H -0.482 3.369 1.226
H -1.640 3.095 -0.079
H -0.433 1.855 0.327
H -5.275 2.048 1.554
H -6.415 1.421 0.298
H -5.913 3.021 0.123
H -6.463 2.530 -2.162
H -6.737 0.784 -1.669
H -6.389 1.204 -3.388
H -6.085 -0.878 -3.969
H -4.553 -0.926 -3.062
H -4.737 -1.504 -4.820
H -5.328 0.163 -6.684
H -4.014 1.980 -7.745
H -1.965 2.951 -6.610
H -1.406 3.905 -4.183
H -0.705 2.360 -3.904
H -1.948 2.879 -2.891
F 5.603 0.212 0.499
C 4.600 -0.041 1.453
C 3.331 -0.175 0.898
C 2.276 -0.694 1.650
C 0.989 -0.867 0.939
O 0.798 -0.235 -0.157
C 0.141 -1.836 1.697
C 0.364 -1.944 3.049
N 1.498 -1.517 3.772
C 1.462 -1.410 5.198
C 0.321 -1.867 6.047
C 0.448 -0.416 5.835
C 2.510 -0.948 3.001
C 3.711 -0.464 3.620
C 4.879 -0.286 2.809
N 6.196 -0.312 3.350
C 7.352 0.229 2.551
C 8.487 0.678 3.504
N 7.942 0.690 4.948
C 7.477 -0.661 5.454
C 6.491 -1.264 4.442
C -1.120 -2.418 1.039
O -2.007 -2.692 1.866
O -1.159 -2.630 -0.215
H 3.140 0.176 -0.113
H -0.345 -2.478 3.622
H 2.366 -1.466 5.821
H 0.475 -2.231 7.067
H -0.477 -2.457 5.564
H 0.982 0.160 6.562
H -0.242 0.018 5.189
H 3.759 -0.469 4.684
H 7.039 1.196 2.002
H 7.706 -0.534 1.874
H 8.940 1.644 3.287
H 9.365 0.031 3.517
H 7.162 1.424 5.059
H 8.737 0.934 5.620
H 7.137 -0.468 6.518
H 8.347 -1.325 5.611
H 5.544 -1.613 4.768
H 7.043 -2.147 4.018
Cl 1.843 -2.786 -9.444
C 1.568 -2.345 -7.837
C 2.536 -1.887 -6.966
C 2.287 -1.524 -5.650
Cl 3.497 -1.487 -4.481
C 0.890 -1.509 -5.204
O 0.619 -1.070 -4.088
C -0.160 -2.038 -6.092
C -1.448 -2.186 -5.612
O -1.808 -2.199 -4.414
C 0.221 -2.341 -7.391
H 3.578 -1.945 -7.339
H -2.313 -2.073 -6.344
H -0.367 -2.777 -8.160
*
```

---

(2)
Below is a molecular structure, C44H45N10ORbS3Se, with properties calculated with wB97M-V/def2-TZVPD.

## Properties
**E_HOMO (spin up / spin down)**: -7.26 / -7.37 eV
**E_LUMO (spin up / spin down)**: -0.468 / -0.045 eV
**Total energy**: -161803.328 eV
**Strongest force on any atom**: 0.018 Eh/bohr

The geometry in ORCA input format:
```
! RIJCOSX wB97M-V def2-TZVPD def2/J DEFGRID3
* xyz 0 1
Rb -0.330 -0.033 -0.353
C -3.732 -0.241 1.189
C -2.950 -0.375 2.504
N -1.520 -0.305 2.328
C -0.697 -1.329 2.931
C -0.942 -2.720 2.323
N -0.912 -2.712 0.879
C -2.014 -3.297 0.153
C -3.335 -2.548 0.370
N -3.236 -1.113 0.135
H -4.799 -0.402 1.423
H -3.643 0.788 0.828
H -3.335 0.391 3.192
H -3.196 -1.331 2.972
H -1.112 0.618 2.354
H 0.345 -1.054 2.741
H -0.833 -1.411 4.026
H -0.207 -3.411 2.757
H -1.918 -3.090 2.651
H 0.000 -2.886 0.486
H -1.759 -3.262 -0.910
H -2.197 -4.359 0.400
H -4.093 -3.014 -0.270
H -3.679 -2.715 1.394
H -3.613 -0.848 -0.763
N 1.896 -1.311 0.384
S 3.275 -1.129 0.770
N 3.859 0.232 1.565
S 4.105 1.678 1.134
N 2.991 2.683 0.794
S 1.528 2.807 1.591
N 0.478 1.838 1.387
C 2.050 2.998 3.305
C 2.757 4.096 3.774
C 3.148 4.127 5.104
C 2.835 3.066 5.946
C 2.125 1.975 5.465
C 1.724 1.940 4.137
C 1.175 4.489 1.086
C 1.579 4.966 -0.152
C 1.115 6.203 -0.579
C 0.266 6.947 0.227
C -0.138 6.455 1.462
C 0.307 5.215 1.890
C 5.205 1.863 -0.251
C 4.646 1.949 -1.513
C 5.488 2.043 -2.610
C 6.864 2.063 -2.431
C 7.409 1.974 -1.157
C 6.579 1.859 -0.054
C 5.085 2.324 2.477
C 5.513 3.641 2.367
C 6.294 4.176 3.375
C 6.619 3.404 4.485
C 6.172 2.096 4.586
C 5.406 1.540 3.569
C 4.447 -1.338 -0.574
C 5.818 -1.417 -0.389
C 6.631 -1.616 -1.493
C 6.069 -1.723 -2.761
C 4.696 -1.634 -2.932
C 3.874 -1.450 -1.830
C 3.871 -2.277 2.015
C 3.617 -2.002 3.353
C 3.891 -2.967 4.308
C 4.414 -4.197 3.927
C 4.650 -4.466 2.587
C 4.369 -3.509 1.622
H 2.993 4.917 3.108
H 3.697 4.979 5.484
H 3.143 3.096 6.984
H 1.872 1.155 6.126
H 1.154 1.114 3.726
H 2.229 4.377 -0.782
H 1.413 6.575 -1.550
H -0.092 7.911 -0.112
H -0.809 7.030 2.086
H -0.022 4.810 2.840
H 3.578 1.962 -1.652
H 5.050 2.110 -3.597
H 7.518 2.149 -3.290
H 8.482 1.988 -1.019
H 6.999 1.778 0.940
H 5.235 4.231 1.501
H 6.644 5.197 3.300
H 7.225 3.828 5.276
H 6.424 1.498 5.452
H 5.064 0.515 3.611
H 6.242 -1.327 0.605
H 7.705 -1.681 -1.366
H 6.712 -1.873 -3.620
H 4.254 -1.702 -3.918
H 2.795 -1.391 -1.928
H 3.197 -1.044 3.634
H 3.693 -2.761 5.353
H 4.629 -4.948 4.676
H 5.047 -5.427 2.287
H 4.536 -3.723 0.574
O 1.956 3.005 -2.988
N 1.374 1.923 -2.756
N -1.109 1.953 -2.262
C -0.015 2.065 -2.607
Se 1.282 0.424 -4.794
C 0.370 -0.800 -3.808
N -0.220 -1.540 -3.141
*
```